1.
This record from the OMol25 dataset describes C16H18F7N4O6RuSb as an isolated structure. The level of theory is wB97M-V/def2-TZVPD.

Structure (XYZ):
```
53
Properties=species:S:1:pos:R:3:forces:R:3
C 1.36001 -1.07217 -2.75240 -0.646 0.060 -0.736
C 0.16627 0.62193 5.16891 0.148 -0.087 -0.038
O -0.98466 -0.83529 -3.13421 -0.873 -0.382 -1.671
H 4.01624 1.09528 -0.24735 0.009 -0.009 -0.006
H 0.89334 0.40450 5.94842 -0.032 0.014 0.028
H 4.62810 0.57662 1.31989 -0.005 -0.003 0.002
C 2.35407 -1.05855 -1.79465 0.371 -0.153 0.532
H 1.42702 -0.49857 2.02922 -0.017 -0.051 -0.039
H -2.57210 1.10003 3.31828 -0.024 0.024 0.144
N -0.98028 -0.27616 3.18844 0.042 0.067 0.336
H 3.08018 -1.40011 1.31375 -0.044 0.000 -0.016
H 0.98041 -0.80331 3.80601 0.014 0.058 0.051
H -3.23686 0.62295 5.59274 0.015 -0.017 0.017
C 0.01232 -0.56469 4.22849 -0.302 0.020 -0.158
H 0.48765 1.51282 4.63305 -0.011 -0.028 -0.020
H -1.10958 0.76440 6.83515 -0.002 0.012 -0.040
H -2.37154 -0.48490 -1.14749 -0.001 0.001 0.073
Sb -0.50744 2.62449 -4.20235 0.757 0.918 0.936
O -1.92730 -0.20389 -6.61895 0.553 0.215 -0.006
F -0.15263 1.75228 -2.54559 -0.214 0.088 -0.510
O 2.87867 -1.30334 -4.58678 -0.470 -0.065 -0.255
C 3.31852 -0.84612 0.40862 0.072 -0.008 -0.009
F 0.52207 0.99550 -4.93325 -0.051 -0.530 -0.089
F -0.75002 3.03754 -5.98074 -0.178 -0.110 0.088
C 0.83746 -0.73479 -0.00686 -0.068 -0.019 0.213
C -2.29695 0.13006 3.73696 0.032 -0.061 -0.232
C -2.31021 0.16013 5.25696 -0.092 -0.019 -0.051
C -0.23921 -0.72563 -0.92535 0.234 -0.075 -0.892
C 3.74800 0.58705 0.67840 -0.028 0.003 0.009
C -0.72168 -0.38577 1.85676 0.579 -0.109 -0.119
F -1.84291 1.13888 -4.47003 -0.348 -0.602 -0.290
H 3.38529 -1.17972 -2.10818 -0.020 0.006 0.047
C 1.77084 -1.30286 -4.18198 1.352 0.473 1.843
H -2.26249 -0.83585 5.69140 0.043 0.007 -0.026
O -3.54905 -1.61551 -7.12241 0.441 0.152 0.293
H -0.31079 -1.45981 4.76567 0.132 0.010 0.083
O 0.67551 -1.65213 -4.92717 -2.042 0.231 -1.508
F -3.01407 -0.16036 1.27130 -0.310 0.041 -0.018
C -1.76845 -0.34680 0.87642 0.492 -0.136 -0.432
O -2.17806 -1.95515 -5.43689 0.061 0.090 0.303
H -1.35156 1.95108 5.74876 0.005 -0.040 -0.031
F -1.78533 3.68911 -3.41301 0.047 -0.087 -0.245
H 2.96644 1.16657 1.17138 0.014 -0.022 -0.007
N -2.65300 -1.31698 -6.45950 -0.612 -0.408 -0.577
N 2.13061 -0.90180 -0.48966 -0.097 -0.065 -0.613
F 1.08703 3.53808 -4.01652 -0.239 -0.059 -0.118
Ru -0.78654 -0.55412 -5.07483 0.743 -0.220 1.686
C 0.59207 -0.55385 1.35350 -0.579 0.125 0.062
H 4.10082 -1.40924 -0.09549 0.023 0.044 -0.008
N -1.16271 0.94895 5.82956 -0.020 0.049 0.057
C 0.01217 -0.88389 -2.34171 1.416 0.481 1.436
H -3.06979 -0.58044 3.44549 -0.021 0.056 0.089
C -1.53592 -0.51649 -0.46015 -0.247 0.121 0.433
```
Forces are in eV/Å.

As for the expectation value of S²: 0.94. The HOMO energy (alpha / beta) comes out at -0.625 / -0.635 hartree. The spin multiplicity is 2. The charge is +3. The calculation puts the total energy at -2324.0052 a.u. The calculation puts the orbital gap (alpha / beta) at 3.173 / 3.612 eV.

***

2.
This record from the OMol25 dataset describes one molecule with the formula C16H18N2O5S. The level of theory is wB97M-V/def2-TZVPD.

Structure (XYZ):
```
42
Properties=species:S:1:pos:R:3:forces:R:3
H 0.22578 -1.02601 4.86852 -0.016 -0.006 -0.026
O 1.80757 -2.40153 1.27509 -0.279 0.210 -0.008
C -2.27675 2.64141 4.19611 -0.277 0.038 0.366
H -4.03256 1.22257 -4.74947 -0.077 0.043 0.054
H -4.14423 -0.46355 -5.27697 -0.083 -0.054 0.023
H 2.27319 -0.87043 -2.53927 0.101 0.030 -0.139
H -2.41267 -0.95839 -1.01491 -0.111 -0.008 0.048
H 0.44934 -0.24819 -4.11742 0.015 -0.013 0.011
O -1.15220 0.32138 -5.46555 0.250 0.033 -0.169
C 0.74479 0.12857 2.37941 -0.030 0.080 0.131
C 0.22774 -0.53334 -3.10280 0.037 0.060 -0.136
H -0.15433 3.64053 1.16469 -0.040 0.122 -0.018
O 3.45904 -1.92160 -0.49320 -0.038 0.255 -0.202
C 1.17405 1.97925 0.91581 0.144 -0.239 0.020
O -1.70459 2.85555 2.92400 0.148 -0.208 -0.346
H 1.75244 2.44743 0.13390 0.048 0.050 -0.130
H -2.89235 1.74014 4.21961 0.063 0.128 0.023
C 1.24094 -0.87365 -2.22666 0.007 -0.039 0.025
N -2.16647 -0.21955 -3.49347 -0.324 -0.066 0.278
C -1.09802 -0.55644 -2.66719 0.371 -0.083 0.194
S 2.27066 -1.55798 0.21567 0.072 0.369 -0.287
C -0.66575 2.07814 2.49431 0.059 0.085 -0.044
H -3.07407 -0.28634 -3.05272 0.141 0.041 -0.171
H 3.14794 0.50237 0.18878 0.124 -0.025 -0.118
N 2.57029 -0.01846 0.83163 0.432 -0.919 -0.277
H -2.90236 3.51541 4.37813 0.049 -0.054 0.028
C -2.15231 0.18521 -4.80495 -0.480 0.033 0.023
H -0.57287 -1.58635 0.52579 -0.122 -0.030 0.107
C 1.50063 0.70997 1.36845 -0.677 0.366 0.425
O -1.13662 0.20172 3.89449 0.017 0.391 -0.308
H 1.02406 -0.86114 2.69509 -0.043 -0.048 0.175
H -3.48047 0.76306 -6.36913 0.023 -0.005 0.015
C 0.11079 2.64770 1.49135 -0.141 -0.138 0.241
C -3.54639 0.44379 -5.33334 0.138 0.054 -0.210
H -1.51184 -1.29407 5.16057 0.088 -0.044 -0.049
C -1.38669 -0.93608 -1.35338 0.093 0.031 -0.100
H -1.51203 2.57486 4.97343 -0.026 0.000 -0.023
H -0.77360 -1.82983 3.62968 0.011 0.021 0.012
C -0.34618 0.77919 2.93733 -0.088 0.061 -0.001
C -0.36910 -1.28083 -0.48692 -0.154 -0.063 0.010
C 0.93859 -1.24679 -0.93163 0.537 -0.266 0.459
C -0.76409 -1.05774 4.40452 0.038 -0.193 0.096
```
Forces are in eV/Å.

The HOMO energy comes out at -0.295 hartree. The spin multiplicity is 1. The charge is 0. The calculation puts the total energy at -1504.3859 a.u. The calculation puts the orbital gap at 8.472 eV.

***

3.
This record from the OMol25 dataset describes C16H19BrF3IN2O3SSiV as an isolated structure. The level of theory is wB97M-V/def2-TZVPD.

Structure (XYZ):
```
48
Properties=species:S:1:pos:R:3:forces:R:3
F -3.48757 -0.92337 2.53590 0.362 0.402 0.292
H 0.03210 5.06111 0.79393 0.000 0.123 -0.008
Si 1.59882 3.24097 0.06798 0.082 0.956 0.004
H -5.82910 -2.22121 -2.74110 -0.018 -0.004 0.028
O -2.03523 1.76030 3.57955 -0.063 0.179 0.094
C -4.26636 -3.60674 -2.23447 0.054 0.155 0.022
N 1.03014 1.50153 -0.05711 -0.502 1.529 0.053
V -0.22493 0.51853 0.57063 0.184 -0.877 -1.557
C 1.92339 3.80572 -1.72305 -0.071 -0.313 0.880
H -2.50492 -4.73879 -1.72479 -0.005 -0.012 -0.033
C -4.79230 -2.34275 -2.46120 0.063 0.004 -0.036
H 2.21132 -3.09642 2.27329 0.023 0.041 0.044
C -2.18530 -0.83498 2.67807 -0.314 -0.642 -0.099
C 3.10166 3.01071 1.22885 -0.689 0.201 -0.602
C 1.82360 0.39645 -0.17365 2.434 -1.733 -0.947
H -0.87306 3.64029 0.29272 0.033 0.065 -0.110
C 3.64190 -0.96353 -0.87580 -0.131 0.145 0.072
H 2.11761 4.87640 -1.72926 0.000 0.140 0.032
C 1.43901 -2.85592 1.54211 -0.156 -0.057 0.179
H 1.06278 3.62368 -2.36622 -0.118 0.003 0.065
H -4.39270 -0.22698 -2.51918 -0.116 0.033 -0.001
H 3.38494 1.11434 -1.44856 0.057 0.050 -0.048
H -0.09934 3.69102 1.88181 0.090 0.012 0.040
H 3.36659 3.96685 1.67492 -0.012 0.141 0.055
H 3.62764 -2.95336 -0.06209 0.102 -0.018 0.063
N 1.30533 -0.65634 0.50137 0.435 -0.299 0.377
H 2.78702 3.32475 -2.17840 0.092 -0.061 0.059
C 0.01558 3.97494 0.83374 0.782 -0.326 -0.248
H -4.89063 -4.48262 -2.32589 -0.061 -0.033 0.008
F -1.75967 -1.52627 3.70973 -0.100 0.510 -0.108
C -2.65287 -1.37239 -2.01961 0.200 -0.013 0.198
C -2.92849 -3.75996 -1.90057 0.118 0.077 -0.043
C -3.99092 -1.21375 -2.34469 0.283 0.345 0.046
F -1.62640 -1.39397 1.54773 0.218 0.029 -0.074
C 1.94965 -1.80722 0.62580 0.776 -0.504 -0.435
Br -0.27490 -2.80952 -1.44766 -0.051 -0.534 -0.072
O -1.86209 1.15614 1.17655 -1.222 1.075 -0.728
H 3.98537 2.64917 0.70518 -0.015 -0.006 -0.125
H 1.22337 -3.77510 1.00209 -0.065 -0.051 -0.043
C -2.11729 -2.63979 -1.81335 0.197 0.393 0.037
H 2.88346 2.31683 2.04255 -0.128 0.030 0.008
C 3.13686 -1.99317 -0.10944 -0.470 0.111 0.250
H 0.54916 -2.52274 2.06907 -0.005 -0.080 -0.012
H 4.55271 -1.09099 -1.44143 0.070 -0.061 -0.034
O -0.08038 0.63384 2.54204 0.996 0.030 -0.041
C 2.99602 0.27229 -0.89935 -0.330 0.143 0.112
S -1.52192 0.91114 2.59558 -2.106 -0.699 3.155
I -1.34967 0.36086 -1.87433 -0.900 -0.596 -0.771
```
Forces are in eV/Å.

As for the expectation value of S²: 0.85. The HOMO energy (alpha / beta) comes out at -0.552 / -0.552 hartree. The spin multiplicity is 2. The charge is +2. The calculation puts the total energy at -5758.7961 a.u. The calculation puts the orbital gap (alpha / beta) at 6.180 / 7.246 eV.

***

4.
This record from the OMol25 dataset describes C16H19BrIMgN3OS as an isolated structure. The level of theory is wB97M-V/def2-TZVPD.

Structure (XYZ):
```
43
Properties=species:S:1:pos:R:3:forces:R:3
C 1.80946 -1.25243 2.14233 -0.103 0.124 -0.107
Mg 0.06575 0.71209 0.71669 0.311 0.239 0.039
Br -2.70844 3.98915 5.26903 0.023 -0.012 -0.004
H 4.26274 -0.05126 -3.67510 0.022 0.041 -0.024
N 0.02374 -1.34279 0.47250 -0.057 -0.245 0.073
C 3.91373 -0.55054 -2.77131 -0.110 0.050 0.050
H 1.48374 -1.48254 3.15567 -0.043 0.014 0.104
C 3.07276 -1.76609 -3.11407 -0.045 0.023 0.047
C -4.74729 4.31907 3.34251 -0.131 0.040 -0.069
H 3.54331 1.07670 -1.40654 0.021 0.023 0.007
C -0.77565 -2.02314 -0.37543 0.132 0.136 0.134
H 4.78291 -0.81784 -2.17692 0.022 0.000 0.047
H 3.62411 -2.42924 -3.77721 0.005 0.007 -0.008
C -3.55376 2.76813 1.36467 -0.101 0.078 0.045
C -3.51918 3.72504 3.59476 0.028 -0.002 0.039
H -3.08995 2.16795 0.59657 0.034 -0.030 -0.046
H 1.99792 -0.84036 -4.74271 -0.019 0.017 -0.049
H 2.83542 -2.31865 -2.20106 0.022 -0.038 -0.026
C 1.78843 -1.30889 -3.78088 0.015 0.061 0.099
O 1.66194 0.16805 1.89439 -0.074 -0.357 0.096
C 0.96438 -2.01779 1.15434 -0.124 0.162 -0.079
C 1.77666 0.48864 -2.09583 0.107 -0.053 0.035
C 1.14441 -3.38038 1.00043 0.024 -0.074 0.017
N 3.09172 0.38537 -1.98381 0.031 -0.044 -0.014
H 2.85387 -1.53483 2.04202 0.108 0.012 -0.043
I -1.07169 2.06401 2.96182 0.048 -0.120 -0.112
H -1.33846 -3.89016 -1.24380 0.018 0.022 0.010
C -0.66618 -3.37987 -0.56801 0.004 -0.095 0.001
C -2.94538 2.95820 2.59325 0.160 -0.084 -0.110
S 0.93932 1.76454 -1.25626 -0.201 0.138 0.019
H -5.26864 3.23146 0.17432 0.008 0.008 0.020
N 1.12149 -0.33539 -2.90007 -0.055 -0.059 -0.154
C -4.77987 3.36866 1.12952 0.000 -0.020 -0.041
H -5.20884 4.92099 4.11333 0.004 -0.007 -0.012
H -1.52378 -1.44504 -0.90360 -0.006 0.020 0.014
H 2.21796 0.66427 2.50773 -0.006 0.051 -0.054
H 1.91625 -3.89264 1.56141 -0.025 0.007 -0.018
H -6.32707 4.61469 1.93429 0.034 -0.017 0.019
H 0.43258 -5.13964 0.00479 -0.012 0.047 0.007
C 0.31574 -4.07032 0.13309 0.010 -0.083 -0.014
H 0.14891 -0.12206 -3.05476 0.003 0.008 0.005
H 1.10569 -2.13714 -3.94941 -0.044 -0.028 0.019
C -5.37079 4.14202 2.11732 -0.039 0.040 0.038
```
Forces are in eV/Å.

The HOMO energy comes out at -0.516 hartree. The spin multiplicity is 1. The charge is +2. The calculation puts the total energy at -4330.1963 a.u. The calculation puts the orbital gap at 8.106 eV.

***

5.
This record from the OMol25 dataset describes C16H19Cl2N2O4STi as an isolated structure. The level of theory is wB97M-V/def2-TZVPD.

Structure (XYZ):
```
45
Properties=species:S:1:pos:R:3:forces:R:3
O 0.17313 -0.40967 -1.74177 0.007 -0.242 0.202
C 0.43688 3.90600 -0.33298 -0.001 0.017 -0.019
H 3.00534 -3.87545 -1.81068 -0.001 -0.008 -0.004
C -1.47574 -1.89939 3.68057 0.004 -0.002 -0.003
H -3.47389 -1.35086 -2.30110 0.038 0.010 0.012
C 2.24238 -3.00015 -0.06631 0.034 -0.046 0.204
H 2.30626 -5.01513 -0.66284 0.006 -0.002 -0.012
C 0.90591 -1.60042 3.65758 -0.012 -0.009 0.016
H 2.84845 -0.67605 2.16674 0.004 0.007 -0.007
N -0.31448 -1.53852 1.62758 0.003 0.155 -0.223
O -1.64495 -0.06957 -0.45042 -0.045 -0.061 -0.052
C -1.45772 -1.73835 2.31051 -0.024 -0.003 -0.011
H -0.95838 5.09506 -3.19819 0.001 0.001 0.001
H 1.84914 -1.51782 4.18166 0.001 -0.001 -0.001
Ti -0.50478 -1.60542 -0.44133 0.306 -0.238 -0.088
H -2.41465 -2.06143 4.19114 0.003 0.002 0.006
C -1.02113 3.06528 -2.56919 -0.013 -0.051 -0.032
H 1.47526 6.37851 -0.89169 0.000 0.002 -0.002
C 0.42698 6.27296 -1.17253 0.000 -0.001 0.008
N 2.78336 -2.30752 0.89737 -0.062 0.014 -0.049
C -0.66642 4.38948 -2.43189 0.021 0.032 0.021
H 0.99497 4.25108 0.52759 0.000 0.002 0.000
C 0.06157 4.83501 -1.32465 -0.012 -0.021 -0.010
H 1.92001 -0.41444 0.70679 -0.003 0.006 -0.005
H 3.72552 -2.54132 1.18973 0.002 -0.011 -0.007
H 0.24279 6.83764 -2.08254 0.001 -0.001 -0.001
C 2.92302 -4.11797 -0.74811 -0.032 -0.007 0.005
C -3.78517 -2.36662 -2.09003 -0.165 0.027 -0.105
C -0.27281 -1.83408 4.36503 0.004 0.003 -0.008
H -1.58324 2.72685 -3.42885 0.000 -0.001 0.006
C -0.63010 2.16768 -1.56469 0.020 0.024 -0.005
C 2.12430 -1.13885 1.50100 0.023 -0.018 0.020
H -0.16589 6.71706 -0.36848 0.000 0.002 -0.002
O -1.91140 0.29984 -2.88395 -0.004 0.058 -0.046
H -2.37930 -1.76246 1.73590 0.002 0.006 -0.004
H 3.91183 -4.30860 -0.33848 0.002 0.006 0.004
H -3.88311 -3.03195 -2.94228 0.017 -0.045 0.032
O 1.03413 -2.67228 -0.40709 -0.297 0.350 -0.348
H 0.38391 1.88184 0.33707 -0.007 -0.005 0.000
C 0.10268 2.58188 -0.44024 0.000 -0.033 0.043
C 0.86878 -1.45699 2.28862 0.008 -0.022 0.021
Cl -4.92671 -2.55940 -0.88803 0.006 0.010 -0.005
H -0.24513 -1.94769 5.44137 -0.006 -0.002 0.001
Cl -1.95724 -3.14413 -1.45420 0.249 0.222 0.220
S -1.07435 0.55634 -1.77371 -0.077 -0.124 0.225
```
Forces are in eV/Å.

The HOMO energy comes out at -0.655 hartree. The spin multiplicity is 1. The charge is +3. The calculation puts the total energy at -3198.6915 a.u. The calculation puts the orbital gap at 6.007 eV.